(1)
A molecular structure, C74H56BN10Ti in a non-equilibrium geometry. Source: the Open Molecules 2025 dataset; level of theory: ωB97M-V with the def2-TZVPD basis set.

Results
ΔE to the lowest compared entry with this formula, charge and spin: 0.0 kcal/mol
LUMO energy: -3.6 eV
E_HOMO: -9.219 eV

Geometry as ORCA input:
```
! wB97M-V def2-TZVPD RIJCOSX def2/J DEFGRID3
* xyz 1 1
Ti -0.03485 0.07231 -0.10266
C 2.23745 7.41171 -1.70196
C 0.89405 7.07821 -1.73826
C 0.49545 5.76841 -1.54546
C 1.43835 4.77201 -1.31686
C 2.78975 5.11331 -1.28656
C 3.18365 6.42521 -1.47736
C 1.03775 3.38221 -1.01696
C 0.33715 3.15721 0.16844
C -0.13905 4.17081 1.06574
C -0.33275 3.56581 2.26544
C 0.06105 2.19781 2.09884
C 0.62675 1.42611 3.11264
C 0.78975 2.02741 4.45244
C 2.07575 2.30841 4.90974
C 2.26605 2.91781 6.13544
C 1.17595 3.24951 6.92334
C -0.10595 2.97691 6.47474
C -0.30185 2.37501 5.24284
C 1.22755 0.20061 2.82474
N 1.04155 -0.53269 1.67704
C 1.56725 -1.76459 1.95734
C 1.44185 -2.90039 1.15524
C 1.78085 -4.23599 1.68194
C 0.79635 -5.21969 1.68644
C 1.06495 -6.48999 2.15794
C 2.32555 -6.79919 2.64014
C 3.31695 -5.83189 2.62184
C 3.05345 -4.56139 2.13954
C 1.13115 -2.81479 -0.19586
C 1.47065 -3.87699 -1.10386
C 1.60805 -3.30719 -2.32316
C 1.30605 -1.91209 -2.16636
N 0.94745 -1.63389 -0.87166
C 1.66325 -0.96029 -3.11556
C 1.70495 0.39831 -2.79856
C 2.30055 1.36901 -3.66626
C 2.18785 2.56611 -3.04896
C 1.49355 2.33481 -1.81636
N 1.22415 0.99341 -1.65946
C 2.22415 -1.41869 -4.41146
C 3.58645 -1.26809 -4.66146
C 4.13605 -1.70399 -5.85366
C 3.33505 -2.28149 -6.82436
C 1.98025 -2.43159 -6.58736
C 1.43155 -2.01679 -5.38616
C 2.19205 -1.76989 3.24444
C 1.98455 -0.54679 3.78264
N 0.32135 1.93171 0.77804
H 2.54505 8.43441 -1.85316
H 0.15045 7.83871 -1.91816
H -0.55205 5.51001 -1.59016
H 3.52805 4.34581 -1.09986
H 4.23345 6.67611 -1.44996
H -0.25855 5.21151 0.82964
H -0.65255 4.00601 3.19004
H 2.91885 2.06611 4.27794
H 3.26815 3.13341 6.47314
H 1.32545 3.72451 7.88014
H -0.95905 3.23421 7.08464
H -1.30175 2.15931 4.89074
H -0.19465 -4.97139 1.34474
H 0.28155 -7.23189 2.16374
H 2.53325 -7.78719 3.02314
H 4.30175 -6.06409 2.99744
H 3.84675 -3.82849 2.10214
H 1.67325 -4.89119 -0.81576
H 1.95375 -3.76069 -3.23116
H 2.73345 1.14851 -4.62066
H 2.52685 3.51781 -3.40456
H 4.21345 -0.81819 -3.90506
H 5.19445 -1.59129 -6.02986
H 3.76455 -2.61979 -7.75396
H 1.34655 -2.87189 -7.34216
H 0.37755 -2.15119 -5.20536
H 2.70555 -2.59379 3.69044
H 2.30845 -0.18609 4.73764
C -5.58505 -0.60239 -0.67166
C -4.16615 -1.03079 -0.76826
C -3.69315 -2.14949 -1.42446
C -2.30615 -2.11219 -1.26936
N -1.94825 -1.03369 -0.55486
N -3.10705 -0.38319 -0.25456
B -3.17275 0.93011 0.54654
N -2.68375 0.62621 1.94734
N -1.66645 -0.24459 2.14504
C -1.68625 -0.55439 3.44524
C -2.72455 0.13911 4.08954
C -3.35115 0.86071 3.10064
C -4.56985 1.69931 3.22984
C -0.87235 -1.52459 4.17194
C -0.67355 -2.81489 3.69624
C -0.03655 -3.75499 4.48774
C 0.42905 -3.41459 5.74594
C 0.24075 -2.12869 6.22444
C -0.41945 -1.19459 5.45044
N -2.31985 1.94421 -0.25886
N -1.56305 1.46371 -1.27726
C -1.54335 2.40951 -2.22646
C -2.25235 3.53701 -1.78496
C -2.72145 3.20581 -0.53266
C -3.49115 4.03501 0.42744
C -0.96025 2.23371 -3.54576
C -0.89005 0.96741 -4.12266
C -0.36925 0.81661 -5.39446
C 0.11305 1.91181 -6.09186
C 0.02985 3.17491 -5.53136
C -0.51805 3.33681 -4.27376
C -1.52255 -3.20449 -1.86606
C -1.19655 -3.15959 -3.21596
C -0.72335 -4.29189 -3.85586
C -0.57025 -5.47569 -3.15576
C -0.90255 -5.53099 -1.81336
C -1.38785 -4.40309 -1.17526
H -6.20955 -1.32379 -1.19356
H -5.72165 0.37271 -1.13586
H -5.91055 -0.54939 0.36524
H -4.25605 -2.89669 -1.94846
H -4.28445 1.32691 0.58684
H -2.99985 0.06441 5.12224
H -4.82115 1.80591 4.28124
H -5.40865 1.22111 2.72634
H -4.43045 2.68591 2.79844
H -1.04935 -3.07579 2.71644
H 0.08405 -4.76599 4.13364
H 0.93285 -4.15049 6.35374
H 0.59025 -1.85799 7.20944
H -0.58225 -0.19779 5.83434
H -2.45245 4.43551 -2.33036
H -3.41205 5.08481 0.15664
H -3.09845 3.89691 1.43284
H -4.54515 3.76211 0.42394
H -1.26465 0.11591 -3.56566
H -0.32885 -0.15529 -5.86026
H 0.54635 1.77701 -7.07086
H 0.39365 4.03471 -6.07276
H -0.58415 4.32341 -3.84326
H -1.35525 -2.23989 -3.76126
H -0.48895 -4.26379 -4.90926
H -0.20325 -6.35299 -3.66386
H -0.80325 -6.45869 -1.27056
H -1.70755 -4.45319 -0.14446
*
```

These are the Mulliken partial charges, in e, on atoms 1 to 8: atom 1 (Ti): -1.07, atom 2 (C): -0.60, atom 3 (C): -1.39, atom 4 (C): 0.37, atom 5 (C): 0.20, atom 6 (C): -0.23, atom 7 (C): -0.97, atom 8 (C): 1.39



(2)
10 unconnected molecules or ions with the total composition C75H170N10O15 in a non-equilibrium geometry. Source: the Open Molecules 2025 dataset; level of theory: ωB97M-V with the def2-TZVPD basis set.

Results
SMILES string: CC1(C)CCCC(C)(C)N1O.CC1(C)CCCC(C)(C)N1O.CC1(C)CCCC(C)(C)N1O.CC1(C)CCCC(C)(C)N1O.CC1(C)CCCC(C)(C)N1O.COCCNCCOC.COCCNCCOC.COCCNCCOC.COCCNCCOC.COCCNCCOC
ΔE to the lowest compared entry with this formula, charge and spin: 154.5 kcal/mol
LUMO energy: 0.3 eV
E_HOMO: -7.971 eV

Geometry as ORCA input:
```
! wB97M-V def2-TZVPD RIJCOSX def2/J DEFGRID3
* xyz 0 1
C 7.46471 2.43112 37.68814
O 7.14932 1.25504 37.02209
C 5.97048 0.59289 37.46109
C 5.63373 -0.68649 36.76593
N 4.22032 -1.01931 37.02269
C 3.75330 -1.85581 35.89022
C 3.43302 -1.06786 34.63565
O 2.08905 -0.61361 34.53871
C 1.67406 -0.27820 33.19549
H 8.42475 2.89825 37.46858
H 7.42852 2.28415 38.76757
H 6.85939 3.29455 37.41211
H 5.14348 1.28662 37.30980
H 5.99966 0.43957 38.53986
H 6.22918 -1.51805 37.14282
H 5.88856 -0.49946 35.72277
H 3.72793 -0.15586 37.20193
H 2.89841 -2.48079 36.14835
H 4.54707 -2.50947 35.52857
H 3.64933 -1.71037 33.78214
H 4.00916 -0.14541 34.56304
H 1.95994 0.71642 32.85327
H 0.59860 -0.45560 33.19267
H 2.07722 -0.97242 32.45819
C -9.53104 7.03200 25.13419
O -8.07426 7.13664 25.02246
C -7.22201 6.82882 26.12247
C -5.73295 7.11544 25.80505
N -5.34522 6.44090 24.58541
C -4.11489 6.94684 23.92239
C -3.77440 6.28244 22.50632
O -4.83563 6.59991 21.53652
C -4.62135 6.03220 20.25089
H -9.82780 7.93320 25.67072
H -9.94510 6.17406 25.66392
H -9.89406 6.99501 24.10708
H -7.47810 5.79303 26.34540
H -7.42271 7.42191 27.01470
H -5.15646 6.70789 26.63551
H -5.58162 8.19427 25.76839
H -6.15641 6.54916 23.99351
H -3.27533 6.77757 24.59662
H -4.14244 8.02871 23.79238
H -3.70366 5.21867 22.73321
H -2.85467 6.65285 22.05350
H -5.40553 6.37898 19.57791
H -4.44707 4.95821 20.18542
H -3.72817 6.48948 19.82516
C -3.41338 -6.04219 17.13099
O -3.39169 -7.45828 17.04438
C -3.37672 -7.89484 15.68605
C -3.01084 -9.33248 15.59759
N -3.98192 -10.22644 16.22625
C -3.59614 -11.66405 16.34644
C -4.73194 -12.51025 16.95455
O -4.58260 -12.38194 18.33027
C -5.62596 -12.93660 19.15714
H -2.44919 -5.64652 16.81176
H -3.44077 -5.78482 18.18981
H -4.13746 -5.58698 16.45527
H -2.55463 -7.38993 15.17876
H -4.32664 -7.71740 15.18180
H -1.99033 -9.60197 15.86970
H -3.08260 -9.57255 14.53678
H -4.22233 -9.89074 17.14800
H -2.69661 -11.74941 16.95609
H -3.38611 -11.97669 15.32358
H -4.55517 -13.53901 16.64069
H -5.74698 -12.43845 16.56385
H -6.63278 -12.77492 18.77207
H -5.57354 -12.45964 20.13583
H -5.28475 -13.95312 19.35305
C -19.92845 -2.89088 18.02294
O -19.35484 -1.87422 18.84816
C -18.41881 -1.04020 18.21619
C -18.29191 0.21320 19.09506
N -17.47557 -0.03902 20.26918
C -17.79873 0.84823 21.38145
C -17.05010 0.44221 22.61697
O -17.63454 -0.66598 23.30278
C -16.82766 -1.20024 24.36265
H -19.20470 -3.67077 17.78614
H -20.32672 -2.44412 17.11195
H -20.69595 -3.40995 18.59706
H -18.73411 -0.62344 17.25963
H -17.48155 -1.56109 18.02041
H -19.31780 0.39726 19.41410
H -18.00644 1.01209 18.41068
H -17.47701 -1.00601 20.56079
H -18.86211 1.00555 21.56196
H -17.38084 1.81699 21.10768
H -16.99968 1.25059 23.34640
H -15.98473 0.28318 22.45024
H -15.90548 -1.53450 23.88731
H -17.28943 -2.05277 24.86072
H -16.60686 -0.32282 24.97051
C -3.98862 -6.43018 33.24486
O -5.26907 -6.93092 33.76456
C -6.40215 -6.27696 33.19472
C -7.65779 -7.20627 33.01870
N -7.49811 -8.27541 32.05529
C -7.48328 -7.75633 30.64896
C -6.95865 -8.73524 29.63602
O -6.87324 -8.19718 28.36026
C -6.40004 -9.10224 27.33816
H -3.85383 -6.52057 32.16700
H -3.16854 -7.01926 33.65541
H -3.84642 -5.37931 33.49694
H -6.10883 -5.71381 32.30876
H -6.63232 -5.47744 33.89891
H -8.62235 -6.71025 33.12682
H -7.66472 -7.74014 33.96899
H -6.63008 -8.74430 32.27156
H -6.94482 -6.82357 30.48129
H -8.52916 -7.52772 30.44409
H -7.52582 -9.66243 29.71805
H -6.02375 -9.05812 30.09406
H -5.37096 -9.45070 27.42579
H -6.41586 -8.48224 26.44182
H -7.15092 -9.89136 27.29827
C -10.43742 -6.42176 19.32059
C -11.00742 -7.71496 20.04253
C -11.13128 -7.38103 21.57111
C -12.34219 -6.58603 22.01459
C -13.56898 -7.35607 21.47707
C -13.62100 -7.59006 19.95382
N -12.32284 -8.13945 19.54797
O -12.28277 -8.51119 18.18338
C -14.74239 -8.60631 19.83299
C -13.98989 -6.27899 19.21655
C -10.01852 -8.86909 19.86696
H -10.43223 -6.37485 18.23161
H -9.41814 -6.20158 19.63792
H -11.07021 -5.60367 19.66467
H -10.96471 -8.26670 22.18425
H -10.29323 -6.72904 21.81742
H -12.37078 -5.62208 21.50658
H -12.42004 -6.44939 23.09319
H -14.39832 -6.74559 21.83428
H -13.61950 -8.31614 21.99071
H -15.28187 -8.63985 18.88646
H -14.42895 -9.64220 19.96255
H -15.52015 -8.44658 20.57976
H -15.07233 -6.15423 19.18726
H -13.49850 -5.41304 19.66012
H -13.70487 -6.25520 18.16474
H -10.25602 -9.76921 20.43395
H -9.05629 -8.58893 20.29561
H -9.97417 -9.21982 18.83588
H -12.39830 -9.46370 18.15240
C -10.73564 4.73169 34.19659
C -12.24957 5.08426 34.16166
C -12.89180 4.59138 35.47550
C -14.27469 5.14886 35.73643
C -14.31114 6.70937 35.63328
C -13.65565 7.30475 34.32741
N -12.36688 6.59895 34.12559
O -11.54973 7.13230 33.16277
C -14.71264 7.19629 33.15939
C -13.34930 8.84569 34.55405
C -12.95631 4.48377 32.94438
H -10.22721 5.35411 34.93292
H -10.24711 4.83674 33.22787
H -10.67957 3.72844 34.61903
H -13.02879 3.51008 35.46315
H -12.25925 4.86553 36.31979
H -14.57851 4.80474 36.72504
H -15.08930 4.74754 35.13356
H -13.97679 7.18800 36.55371
H -15.36802 6.97471 35.65954
H -15.47890 7.97149 33.15548
H -14.17577 7.14579 32.21212
H -15.37283 6.33420 33.25462
H -12.77130 9.02911 35.45980
H -12.78341 9.24264 33.71124
H -14.26187 9.42920 34.67586
H -14.04318 4.48873 33.02670
H -12.59562 3.45756 32.87424
H -12.68248 4.96435 32.00514
H -10.94993 7.66849 33.68656
C -10.61183 4.03620 12.24721
C -10.03474 3.17838 13.37820
C -10.83291 3.42703 14.68140
C -10.41701 2.52107 15.78928
C -10.66758 1.09730 15.34247
C -9.92956 0.62962 14.03878
N -10.02652 1.71588 12.99438
O -9.22843 1.44418 11.89763
C -8.47469 0.24484 14.42095
C -10.70410 -0.59389 13.50020
C -8.55013 3.59530 13.55145
H -11.68738 3.85979 12.23433
H -10.25194 3.86057 11.23344
H -10.42092 5.08510 12.47408
H -10.73874 4.48078 14.94380
H -11.90807 3.28226 14.57583
H -10.94499 2.70561 16.72485
H -9.39626 2.76967 16.07975
H -11.70837 0.77517 15.37555
H -10.31464 0.48275 16.17064
H -7.85905 -0.00116 13.55575
H -7.95107 0.98796 15.02236
H -8.43730 -0.61741 15.08671
H -11.75869 -0.46245 13.25807
H -10.18898 -0.95779 12.61119
H -10.61044 -1.39719 14.23098
H -8.05184 3.12103 14.39695
H -8.57874 4.63426 13.87986
H -7.93545 3.46599 12.66064
H -9.89192 1.06418 11.31714
C 4.80684 0.51258 18.53653
C 3.56449 -0.15647 19.08637
C 3.62229 -1.65780 18.69412
C 2.97762 -2.71730 19.62093
C 3.06415 -2.41643 21.09649
C 2.78199 -0.93446 21.46799
N 3.65122 -0.04568 20.58705
O 3.67773 1.29241 21.06000
C 1.25818 -0.70882 21.24793
C 3.15719 -0.80785 22.96657
C 2.30317 0.44337 18.42560
H 4.75959 1.60088 18.57468
H 4.86062 0.33835 17.46189
H 5.74508 0.21799 19.00665
H 3.09144 -1.87481 17.76720
H 4.67154 -1.92434 18.56711
H 3.41653 -3.67943 19.35678
H 1.92685 -2.85614 19.36653
H 4.12389 -2.56816 21.30152
H 2.48303 -3.18926 21.59964
H 0.69129 -1.22382 22.02350
H 0.95068 0.32748 21.10780
H 0.81947 -1.19154 20.37466
H 3.09550 0.26577 23.14436
H 2.46491 -1.26026 23.67664
H 4.16686 -1.14847 23.19604
H 1.31593 0.08773 18.72054
H 2.18256 0.34486 17.34679
H 2.22317 1.52072 18.57062
H 4.56899 1.31448 21.41604
C -6.55398 -1.07980 23.95335
C -7.17762 0.16983 24.59787
C -8.59710 -0.22676 25.13408
C -8.60921 -1.04252 26.38878
C -7.83198 -0.29880 27.49581
C -6.37046 -0.01419 27.09609
N -6.38588 0.65638 25.77785
O -5.17354 1.22244 25.44104
C -5.75458 0.90382 28.15112
C -5.64561 -1.39444 27.05676
C -7.28347 1.34868 23.56830
H -7.10075 -1.33524 23.04567
H -6.63991 -1.97648 24.56709
H -5.52777 -0.90571 23.62981
H -9.18268 0.68991 25.20415
H -9.05652 -0.91825 24.42777
H -8.34146 -2.09353 26.28013
H -9.61735 -1.05424 26.80306
H -7.85570 -1.07956 28.25605
H -8.29338 0.62983 27.83173
H -6.26008 1.86359 28.04434
H -6.02679 0.55078 29.14578
H -4.69181 0.96747 27.91750
H -5.21651 -1.75510 27.99159
H -6.25505 -2.21844 26.68569
H -4.73805 -1.40179 26.45311
H -6.29726 1.58269 23.16739
H -7.80831 2.22984 23.93734
H -7.74062 1.00275 22.64123
H -5.43494 2.12069 25.65646
*
```

These are the Mulliken partial charges, in e, on atoms 1 to 8: atom 1 (C): -0.73, atom 2 (O): -0.34, atom 3 (C): -0.67, atom 4 (C): -0.24, atom 5 (N): -0.39, atom 6 (C): -0.81, atom 7 (C): -0.23, atom 8 (O): -0.36